80
Properties=species:S:1:pos:R:3:forces:R:3 method="wB97M-V/def2-TZVPD" e_lumo_ev="-6.930 / -11.318" s2=8.807 multiplicity=6 homo_energy_ev="-15.623 / -16.206" charge=+3 gap_ev="8.693 / 4.888" e_tot_ev=-194588.0861
Co 2.007 1.860 0.536 -0.3 -0.2 -0.4
C -1.237 -1.602 6.068 -0.1 0.0 0.2
C -1.243 -0.450 5.122 0.1 0.0 -0.1
C -1.833 -0.554 3.854 0.1 0.1 0.0
C -1.795 0.500 2.965 -0.1 0.0 -0.2
C -1.203 1.691 3.369 0.4 0.4 -0.3
C -0.571 1.815 4.608 0.0 0.2 0.2
C -0.621 0.756 5.484 0.0 0.0 0.0
S -1.242 3.084 2.262 -1.3 -0.9 1.2
C -2.011 4.349 3.325 0.3 0.3 -0.2
O -2.174 2.779 1.173 0.2 0.3 -0.4
H -1.668 -2.498 5.628 0.0 0.0 0.0
H -1.811 -1.357 6.965 0.0 0.0 0.0
H -0.224 -1.816 6.410 0.0 0.0 0.0
H -2.333 -1.473 3.577 0.0 0.0 0.0
H -2.256 0.441 1.988 0.0 -0.1 0.0
H -0.083 2.738 4.897 0.0 0.0 0.0
H -0.178 0.849 6.467 0.0 0.0 0.0
H -2.914 3.923 3.757 0.0 -0.2 -0.1
H -2.251 5.200 2.689 0.1 0.0 -0.1
H -1.299 4.637 4.096 0.0 0.0 0.0
C 3.807 -2.780 -1.474 0.2 0.1 -0.2
N 2.941 -2.807 -0.206 0.0 -0.1 0.1
C 3.875 -3.027 0.996 0.1 0.0 0.2
N 4.888 -2.038 1.027 0.2 -0.1 0.1
C 5.679 -2.054 -0.201 -0.1 0.0 0.0
N 4.821 -1.797 -1.355 0.2 -0.1 -0.2
C 4.340 -0.429 -1.429 -0.2 0.3 0.1
P 3.271 -0.042 0.054 0.6 -1.1 -0.1
C 2.163 -1.541 -0.061 -0.1 0.5 0.0
C 4.413 -0.707 1.372 -0.1 0.2 -0.1
H 3.151 -2.570 -2.319 -0.1 0.0 0.1
H 4.248 -3.770 -1.584 -0.1 0.0 0.1
H 2.290 -3.592 -0.267 0.0 0.0 0.0
H 4.314 -4.018 0.886 -0.1 0.0 -0.1
H 3.264 -2.996 1.899 -0.1 0.0 -0.1
H 6.157 -3.028 -0.314 0.0 0.0 0.0
H 6.458 -1.296 -0.148 0.0 0.0 0.0
H 3.769 -0.282 -2.348 0.0 0.0 0.0
H 5.186 0.259 -1.453 0.0 0.0 0.0
H 1.491 -1.400 -0.912 0.0 -0.1 0.0
H 1.548 -1.597 0.839 0.0 -0.1 0.0
H 3.884 -0.730 2.327 0.0 0.0 0.0
H 5.267 -0.037 1.484 0.0 0.0 0.0
C -3.910 -4.028 -3.482 0.0 0.0 -0.1
C -3.522 -2.760 -2.781 0.1 0.1 -0.1
C -3.777 -2.608 -1.416 0.0 0.0 0.0
C -3.493 -1.416 -0.735 0.1 0.1 0.0
C -2.949 -0.359 -1.403 0.0 0.1 0.2
C -2.651 -0.492 -2.782 0.0 0.1 -0.1
N -2.226 0.564 -3.508 -0.1 -0.5 0.0
C -1.798 1.834 -3.116 0.2 0.7 0.2
C -2.275 2.892 -3.901 -0.1 -0.4 0.1
C -1.986 4.201 -3.583 0.1 0.2 0.0
C -1.168 4.477 -2.498 0.0 0.0 0.0
C -0.638 3.434 -1.753 -0.1 0.0 0.0
C -0.932 2.105 -2.033 0.0 -0.3 0.0
C -0.134 1.048 -1.301 0.2 0.0 -0.1
O 0.142 -0.021 -1.828 -0.2 0.1 -0.1
O 0.293 1.388 -0.115 -0.4 0.2 0.1
C -2.919 -1.714 -3.476 -0.1 -0.2 0.0
C -2.604 -1.847 -4.936 -0.1 0.0 0.0
H -4.428 -4.710 -2.812 0.0 0.0 0.0
H -3.038 -4.545 -3.886 0.0 0.0 0.0
H -4.576 -3.811 -4.319 0.0 0.0 0.0
H -4.240 -3.424 -0.876 0.0 0.0 0.0
H -3.753 -1.325 0.311 0.0 0.0 0.0
H -2.820 0.603 -0.924 0.0 0.0 0.0
H -2.366 0.470 -4.507 0.1 0.0 0.0
H -2.926 2.670 -4.739 0.0 0.0 0.0
H -2.394 5.004 -4.181 0.0 0.0 0.0
H -0.918 5.500 -2.252 0.0 0.0 0.0
H 0.054 3.654 -0.955 0.0 0.0 0.0
H -1.730 -1.273 -5.241 0.0 0.0 0.0
H -3.464 -1.533 -5.538 0.0 0.0 0.0
H -2.409 -2.884 -5.198 0.0 0.0 0.0
Cl 2.599 3.941 -0.012 0.3 0.6 -0.4
Ge 2.238 4.815 2.266 -0.4 0.1 -0.1
Cl 4.252 5.240 2.736 0.4 -0.1 0.1
Cl 2.179 2.318 2.723 0.1 -0.2 0.8